{"formula": "CH14N2O4", "method": "wB97M-V/def2-TZVPD", "smiles": "NCN.O.O.O.O", "homo_energy_ha": -0.30601, "homo_lumo_gap_ev": 8.25, "charge": 0, "e_lumo_ev": -0.1, "e_tot_ev": -12433.978, "max_force_ha_per_bohr": 0.0291, "symbols": ["N", "C", "N", "H", "H", "H", "H", "H", "H", "O", "H", "H", "O", "H", "H", "O", "H", "H", "O", "H", "H"], "positions_angstrom": [[-1.4463, -1.2633, 0.1291], [-1.2138, -1.0307, -1.2930], [-1.8126, 0.2513, -1.7147], [-0.6650, -1.0983, 0.7496], [-2.2734, -0.7064, 0.3111], [-0.1728, -0.9568, -1.6265], [-1.6727, -1.8764, -1.8018], [-1.2409, 1.0562, -1.4562], [-2.0630, 0.1465, -2.6953], [2.2663, 2.5795, 1.2587], [2.9426, 2.1224, 1.7707], [2.7522, 3.3160, 0.8714], [1.2732, -0.3007, 1.2234], [1.8076, -0.4462, 2.0149], [1.0663, 0.6404, 1.2322], [-0.2115, 2.5252, -0.8414], [0.5260, 2.2327, -0.2965], [-0.5811, 3.3381, -0.4840], [0.4081, -3.8846, 0.9597], [-0.3806, -3.6370, 0.4437], [0.6915, -3.0076, 1.2449]], "forces_ev_per_a": [[0.121, -0.343, -0.490], [0.298, 0.911, -0.064], [-0.861, -1.224, 0.024], [-0.207, 0.537, -0.182], [0.225, -0.067, 0.649], [0.299, -0.777, 0.801], [-0.165, 0.285, -0.550], [-0.204, -0.361, -0.629], [0.244, 0.770, 0.253], [0.164, 0.058, 0.034], [-0.078, -0.099, -0.003], [-0.166, 0.056, -0.100], [0.167, -0.135, 0.245], [-0.124, 0.017, -0.150], [0.040, 0.006, 0.036], [0.023, -0.018, -0.289], [0.031, 0.423, 0.181], [0.237, -0.127, 0.233], [-0.430, 0.489, -0.290], [0.181, -0.266, 0.206], [0.206, -0.136, 0.083]], "lowdin_charge": [-0.01, -0.37, -0.02, 0.01, 0.06, 0.10, 0.09, 0.01, 0.06, -0.05, 0.05, 0.06, -0.05, 0.05, 0.01, -0.05, 0.01, 0.06, -0.08, 0.02, 0.00]}